Entry 1:
12
Properties=species:S:1:pos:R:3:mulliken_charge:R:1 method="wB97M-V/def2-TZVPD" homo_ev="-11.284 / -13.621" spin_multiplicity=7 de_lowest_kcal_mol=47.6 charge=+1 total_energy_ha=-400.1298 homo_lumo_gap_ev="5.3410 / 6.9093" e_lumo_ev="-5.9 / -6.7"
O -2.124 1.024 0.337 -0.41
C -3.144 -0.636 0.151 -0.55
C -1.885 -0.192 0.495 0.46
H -3.878 -0.650 0.971 0.30
H -0.888 -0.634 0.712 0.23
H 1.679 -0.976 0.831 0.42
H 1.635 -1.430 -1.580 0.25
C 1.882 -0.436 -1.209 -0.53
C 1.722 -0.152 0.100 0.02
O 1.829 1.067 0.588 -0.67
Ru 0.977 2.688 0.531 1.22
H 2.194 0.327 -1.927 0.25

***

Entry 2:
12
Properties=species:S:1:pos:R:3:mulliken_charge:R:1 method="wB97M-V/def2-TZVPD" homo_ev=-3.555 spin_multiplicity=1 de_lowest_kcal_mol=74.2 charge=-1 total_energy_ha=-704.0188 homo_lumo_gap_ev=7.1685 e_lumo_ev=3.6
C 0.123 0.538 0.166 0.40
C -0.737 1.298 -0.194 -0.39
C 0.831 -1.812 -0.315 -0.97
C 1.168 -0.448 0.317 -0.46
O -2.085 2.887 1.217 -0.62
O -3.234 1.844 -0.666 -0.64
S -2.021 2.603 -0.238 0.38
H 1.596 -2.106 -0.922 0.34
H -0.119 -1.787 -1.000 0.29
H 0.706 -2.562 0.503 0.22
H 2.174 -0.188 -0.242 0.16
H 1.598 -0.268 1.375 0.29

***

Entry 3:
13
Properties=species:S:1:pos:R:3:mulliken_charge:R:1 method="wB97M-V/def2-TZVPD" homo_ev="-3.267 / -3.268" spin_multiplicity=1 de_lowest_kcal_mol=41.8 charge=-1 total_energy_ha=-1102.2337 homo_lumo_gap_ev="6.7418 / 6.7426" e_lumo_ev="3.5 / 3.5"
C 2.347 -0.179 0.044 0.47
C 1.094 -0.857 -0.089 -0.30
C -0.070 -0.536 0.548 -0.09
C -2.024 0.054 -0.476 -0.62
O 2.278 1.065 0.729 -0.48
O 3.369 -0.399 -0.584 -0.65
S -3.757 0.698 -0.100 -0.33
S -1.537 -1.446 0.261 -0.16
H 1.268 -1.923 -0.511 0.22
H -0.276 0.440 0.947 0.39
H -2.303 -0.194 -1.523 0.22
H -3.508 1.922 0.361 0.04
H 3.119 1.356 0.392 0.28

***

Entry 4:
12
Properties=species:S:1:pos:R:3:mulliken_charge:R:1 method="wB97M-V/def2-TZVPD" homo_ev="1.011 / -4.617" spin_multiplicity=3 charge=-1 total_energy_ha=-380.9703 homo_lumo_gap_ev="2.7691 / 8.2220" e_lumo_ev="3.8 / 3.6"
C 2.318 -0.389 -0.064 -1.02
C 1.071 -0.908 -0.123 -0.07
C -0.147 -0.080 -0.092 0.46
C -2.777 0.289 -0.053 -0.38
O 0.111 1.320 -0.042 -0.47
O -1.516 -0.408 -0.029 -0.33
O -3.747 -0.375 -0.240 -0.58
H 3.082 -1.069 -0.005 0.33
H 2.485 0.725 0.278 0.03
H 1.031 -1.959 -0.178 0.39
H -2.885 1.362 0.036 0.39
H 0.974 1.491 0.512 0.27

***

Entry 5:
13
Properties=species:S:1:pos:R:3:mulliken_charge:R:1 method="wB97M-V/def2-TZVPD" homo_ev="0.388 / 1.468" spin_multiplicity=1 de_lowest_kcal_mol=117.3 charge=-2 total_energy_ha=-722.2844 homo_lumo_gap_ev="6.4253 / 5.3334" e_lumo_ev="6.8 / 6.8"
C -1.133 1.234 0.630 -0.72
C -2.060 -1.972 -0.227 -0.58
C -0.529 0.722 -0.494 -0.31
C 0.634 -0.150 -0.491 0.09
O 1.735 -0.120 -1.555 -0.45
O 2.697 1.559 0.096 -0.73
O 3.164 -0.939 0.651 -0.75
P 2.297 0.103 0.051 0.82
H -1.935 1.936 0.474 0.28
H -0.565 1.104 1.620 0.20
H -1.661 -2.985 0.077 -0.01
H -1.592 -1.398 0.605 -0.09
H -1.052 0.905 -1.437 0.26

***

Entry 6:
14
Properties=species:S:1:pos:R:3:mulliken_charge:R:1 method="wB97M-V/def2-TZVPD" homo_ev="-19.295 / -22.453" spin_multiplicity=4 charge=+3 total_energy_ha=-1540.2083 homo_lumo_gap_ev="5.0693 / 8.2265" e_lumo_ev="-14.2 / -14.2"
C -1.369 -0.434 -0.819 0.01
O -2.596 -0.676 -1.205 -0.21
H -0.733 0.270 -1.358 0.42
H -2.773 -0.349 -2.098 0.44
C -0.919 -0.934 0.468 -0.31
C 0.417 -1.096 -0.103 0.01
H -1.376 -1.878 0.774 0.37
H -0.783 0.073 1.271 0.51
H 0.698 -1.919 -0.761 0.53
O 1.447 -0.289 0.176 -0.12
C 1.372 0.937 0.819 0.90
O 0.304 1.350 1.266 -0.57
O 2.510 1.459 0.886 -0.27
Tm 3.802 3.487 0.683 1.28